51
Properties=species:S:1:pos:R:3:forces:R:3 method="wB97M-V/def2-TZVPD" total_charge=+3 mol_weight_g_mol=434.29 total_energy_ha=-3120.30636 spin_multiplicity=5 fmax_ev_per_a=0.3 relative_energy_ev=1.095 s_squared=6.014
Co -0.0717 -0.2164 -0.3094 0.177 -0.250 -0.024
P -0.6235 2.2903 -1.6372 -0.113 0.223 -0.104
P 1.9268 0.2022 -1.8569 -0.010 -0.019 0.004
F -4.0208 -4.9486 -3.4452 -0.005 0.006 0.006
F -2.2506 -4.9830 -4.6959 0.001 -0.001 0.001
F -2.3367 -6.2018 -2.9053 0.010 -0.006 0.014
N -0.9399 -1.7572 -1.3108 -0.023 0.051 0.034
C -1.6909 -0.1141 1.6485 0.065 -0.008 0.003
C -2.3433 2.4553 -2.1307 -0.039 0.027 0.011
C -0.8568 -4.0350 -2.0280 -0.023 -0.011 -0.011
C 3.5365 0.0631 -1.0487 0.008 0.005 0.001
C -2.0846 -3.8827 -2.6588 0.001 -0.014 -0.002
C 1.8977 -1.0192 -3.1935 0.014 -0.015 0.002
C -1.0624 -1.3584 1.7564 -0.039 0.000 -0.001
C -2.1361 -1.6268 -1.9127 0.011 0.017 0.017
C -2.7382 -2.6602 -2.5990 -0.002 0.016 0.016
C -2.6964 -5.0417 -3.4398 0.006 -0.002 -0.029
C 1.1074 -0.2741 1.8231 0.004 -0.019 -0.064
C 0.4620 2.2083 -3.0826 0.053 -0.050 -0.056
C -0.9163 1.0525 1.6425 0.005 0.021 0.019
C 0.4820 0.9750 1.7349 -0.061 0.039 0.003
C 0.3325 -1.4398 1.8297 0.012 -0.027 0.035
C -0.1565 3.6974 -0.6192 0.013 0.000 0.035
C 1.8832 1.8383 -2.6670 0.001 0.047 0.003
C -0.3202 -2.9520 -1.3666 0.014 0.074 0.032
H -1.4010 2.0198 1.6221 -0.020 -0.010 -0.001
H 0.6289 -3.0348 -0.8488 -0.006 -0.017 -0.011
H 2.3093 2.5736 -1.9798 -0.029 0.011 -0.006
H -0.1855 4.5927 -1.2508 -0.012 -0.020 -0.035
H -1.6568 -2.2631 1.7780 0.000 0.001 -0.001
H -2.4596 3.4269 -2.6268 0.036 0.012 0.017
H -2.6367 1.6787 -2.8361 0.021 -0.034 0.024
H -0.8697 3.8369 0.1924 0.014 0.000 0.012
H 0.8505 3.5946 -0.2167 -0.007 -0.004 0.009
H 3.6427 0.8145 -0.2658 0.002 -0.012 0.005
H 0.4277 3.1881 -3.5742 -0.008 0.018 0.034
H 0.8124 -2.4062 1.9237 0.003 0.002 -0.004
H 2.5410 1.8183 -3.5399 0.005 -0.044 0.002
H -0.3347 -4.9825 -2.0384 -0.005 -0.005 -0.009
H 4.3295 0.2138 -1.7857 -0.017 0.006 -0.018
H -3.7059 -2.5188 -3.0613 0.000 -0.012 -0.005
H 2.0590 -2.0179 -2.7878 -0.026 -0.003 -0.013
H 0.9499 -1.0021 -3.7318 -0.008 -0.012 0.018
H 1.0775 1.8787 1.7723 -0.013 0.004 -0.006
H 0.0368 1.4899 -3.7888 0.017 -0.008 0.005
H -2.6294 -0.6665 -1.8183 -0.005 0.001 -0.007
H 2.1848 -0.3366 1.9074 0.001 -0.010 0.029
H 3.6594 -0.9312 -0.6178 -0.007 0.006 0.013
H -2.7710 -0.0543 1.6054 -0.003 0.012 0.001
H -2.9955 2.4435 -1.2565 -0.021 -0.014 -0.019
H 2.7076 -0.8051 -3.8951 0.012 0.030 0.021